Here is a cluster of 9 separate species, C40H62N8O14 in total from OMol25. Energies are from ωB97M-V/def2-TZVPD.

Properties
- total charge = 0
- E_HOMO (eV) = -8.6
- DFT total energy (eV) = -83036.4953
- energy relative to the best compared isomer or geometry (same formula, charge and spin) (kJ/mol) = 539.2

Each line ends with the Mulliken charge.
Atoms and positions in Å:
C  2.27780  1.42094  -5.59555  -1.8587
C  1.82680  1.04294  -4.11655  1.0387
C  2.39080  1.99794  -3.01955  -0.2424
C  1.83180  3.34094  -3.20955  -1.0306
C  0.25780  3.21094  -3.17255  -0.9227
C  -0.49520  2.24294  -3.98555  1.7827
N  0.28380  0.93294  -4.11055  1.2883
O  -0.17620  -0.13306  -4.45855  -0.4487
C  -0.78720  2.76894  -5.34755  -1.4466
C  -1.91320  1.92594  -3.31055  -1.5914
C  2.50880  -0.38906  -3.77655  -1.9298
H  1.95480  2.30894  -5.69255  0.8366
H  1.85880  0.63594  -6.34255  0.2748
H  3.24680  1.02694  -5.81055  0.3593
H  3.54880  1.90994  -2.98055  0.3191
H  2.11280  1.46394  -2.13655  -0.2366
H  2.43080  3.80194  -3.96655  0.5901
H  2.41580  3.84594  -2.40955  0.1835
H  -0.05020  4.27194  -3.36055  0.3261
H  -0.04620  3.07994  -2.05555  0.1088
H  0.06580  3.20394  -5.84755  0.4404
H  -1.37020  3.68294  -5.50555  0.4286
H  -1.06020  2.02594  -6.20655  0.2842
H  -2.60820  1.19494  -3.66655  0.6450
H  -2.76420  2.70594  -3.15955  0.3478
H  -2.02720  1.59594  -2.16955  -0.0749
H  3.60180  -0.49906  -3.91755  0.4629
H  2.24980  -1.03606  -4.53655  0.7154
H  2.36480  -0.80706  -2.78555  0.1000
C  -0.04320  -0.06306  -0.37955  -0.4565
O  0.77080  0.74394  0.20845  -0.5017
O  -1.07420  -0.52006  0.32745  0.3317
O  0.09180  -0.35206  -1.57155  0.0405
H  -1.16020  -0.15406  1.16245  -0.0367
C  -3.58120  -2.25706  4.66045  -1.0447
C  -3.08020  -1.91406  3.23545  -0.9161
C  -4.07220  -1.33206  2.30145  0.1471
C  -5.49420  -1.26606  2.54045  -0.2266
C  -5.99520  -1.57906  3.95945  -0.3911
C  -4.94520  -2.09206  5.07345  -0.7297
N  -6.52120  -0.98206  1.60045  0.9500
O  -6.18820  -0.78806  0.37545  -0.5631
O  -7.67920  -0.77306  1.97145  -0.5888
H  -3.00020  -2.69106  5.21845  0.7673
H  -2.12620  -2.06006  3.09045  1.2596
H  -3.92220  -1.17406  1.20545  0.3826
H  -7.12120  -1.44006  4.07145  0.3578
H  -5.19720  -2.20706  5.99145  0.5966
C  -1.46720  -4.87306  0.63445  -0.1139
C  -1.75720  -5.97006  1.58845  -0.8152
C  -0.90120  -6.21306  2.91045  -0.4887
C  0.37180  -5.22006  3.06845  -0.5387
C  0.38480  -4.02006  1.96345  -0.2230
C  -0.44620  -3.93906  0.81545  0.5746
N  1.23480  -5.51906  4.20245  0.9395
O  2.22780  -4.70206  4.27345  -0.5816
O  1.13580  -6.44006  4.90745  -0.6000
H  -2.13020  -4.81606  -0.12955  0.6180
H  -2.65120  -6.75206  1.50045  0.2420
H  -1.03120  -7.03906  3.65045  0.4094
H  1.32680  -3.46806  1.93145  0.3669
H  -0.33920  -3.07906  0.22545  0.1149
C  -2.31320  2.89194  1.34145  -0.3866
C  -3.44620  2.45094  0.26545  0.0319
C  -4.88220  3.07994  0.35045  -0.6561
C  -5.11120  4.33094  1.27745  0.0736
C  -3.96620  4.75594  2.22445  -0.5446
C  -2.57820  3.95294  2.15345  -0.2779
N  -6.41120  5.02994  1.39945  0.8927
O  -6.45620  5.89694  2.40245  -0.5796
O  -7.27920  4.82694  0.63745  -0.5399
H  -1.44320  2.38294  1.28245  0.6385
H  -3.49020  1.39694  -0.22255  0.3593
H  -5.78920  2.82094  -0.33355  0.3235
H  -3.93520  5.64094  2.70645  0.5047
H  -1.57020  4.21594  2.75245  0.1489
C  1.82180  0.08794  3.48345  -0.2388
O  0.60380  -0.03806  3.75945  -0.6632
N  2.83080  -0.69206  3.88745  0.3744
C  4.21580  -0.37906  3.41045  -1.1822
C  2.52880  -1.84406  4.69345  -1.0645
H  1.99680  0.83094  2.73845  0.5338
H  4.71980  -1.17606  3.38845  0.5611
H  4.73080  0.29994  4.09245  0.3898
H  4.22380  0.10794  2.59445  0.1566
H  1.54980  -2.22606  4.48845  0.2627
H  2.51180  -1.46206  5.78845  0.3671
H  3.39780  -2.49306  4.81145  0.3958
C  3.60080  -2.01206  0.37745  0.9337
O  3.69580  -3.24706  0.40845  -0.7299
N  4.65880  -1.36906  0.02945  0.2169
C  4.70280  0.10894  -0.39555  -1.6269
C  5.98980  -1.98206  -0.12255  -1.0522
H  2.47580  -1.41406  0.55145  -0.1050
H  4.67780  0.11094  -1.49655  0.4521
H  5.49680  0.57594  -0.14155  0.6633
H  3.87180  0.44794  0.00145  0.2937
H  6.51180  -2.12806  -1.19555  0.2704
H  6.01780  -2.92506  0.51545  0.3233
H  6.74780  -1.33606  0.22045  0.3703
C  -2.30320  -2.66906  -2.24955  -0.1742
O  -3.49720  -2.88806  -2.16855  -0.7364
N  -1.50820  -3.61406  -2.74455  0.3762
C  -0.07220  -3.22806  -2.72055  -0.2097
C  -1.90420  -4.77506  -3.53955  -1.2029
H  -1.86320  -1.89106  -1.80255  0.7248
H  0.03380  -2.58506  -3.58655  0.3866
H  0.66380  -4.12906  -2.51655  0.2562
H  0.00980  -2.66506  -1.89255  -0.5581
H  -1.40220  -5.68306  -3.16955  0.3274
H  -1.85820  -4.45506  -4.52355  0.3864
H  -2.86020  -5.13406  -3.41155  0.4341
C  1.35280  4.41794  0.23545  0.1013
O  0.46580  5.31894  -0.05555  -0.7808
N  2.48280  4.72994  0.80945  0.1384
C  3.43180  3.61094  1.16145  -0.6107
C  2.80180  5.99794  1.15345  -1.0086
H  1.24780  3.39494  0.05645  0.5140
H  4.14280  3.59094  0.13345  0.2136
H  3.23280  2.67894  1.51345  0.0341
H  4.35680  3.66894  1.81745  0.3892
H  2.91080  6.22194  0.23845  0.4767
H  3.71380  6.13394  1.72345  0.3028
H  1.96480  6.60694  1.48045  0.2970

---

Here is a structure of composition C40H63N10O5SSbY from OMol25. Energies are from ωB97M-V/def2-TZVPD.

Properties
- total charge = +1
- E_HOMO (eV) = -8.2
- DFT total energy (eV) = -86058.7399
- energy relative to the best compared isomer or geometry (same formula, charge and spin) (kJ/mol) = 143.6

Each line ends with the Mulliken charge.
Atoms and positions in Å:
Y  0.18986  -0.06997  -0.54017  -0.6572
N  -2.73071  0.83670  2.03002  -0.1756
C  -1.81985  0.94207  3.15919  1.1692
C  -1.69938  2.36364  3.72713  -0.9281
C  -0.63694  2.62958  4.81169  -0.6672
C  -0.48724  1.65092  5.99714  -0.8229
N  -1.73354  1.13530  6.57248  -0.1700
C  -2.08741  -0.14766  6.66176  0.8226
N  -1.37174  -1.10532  6.10255  -0.1725
N  -3.19941  -0.45258  7.35459  -0.4318
C  -0.43736  0.37186  2.77146  -0.1068
O  0.16313  -0.30551  3.63745  -0.7530
O  0.07550  0.68632  1.66590  -0.4495
H  -2.32149  1.25330  1.19669  -0.5901
H  -3.60072  1.31987  2.22484  0.3405
H  -2.22707  0.29693  3.93161  -0.2816
H  -2.68476  2.65162  4.10626  0.5576
H  -1.47693  3.03058  2.89038  -0.0045
H  -0.84061  3.62350  5.21587  0.6184
H  0.34332  2.68162  4.33370  0.2149
H  0.03064  2.18057  6.79837  0.4618
H  0.13729  0.81338  5.71014  0.2664
H  -2.32578  1.81628  7.01777  0.2474
H  -0.77079  -0.90992  5.24486  -0.1286
H  -1.71357  -2.05170  6.17284  0.2695
H  -3.70410  0.23604  7.88182  0.1765
H  -3.51973  -1.40257  7.40699  0.2006
C  5.13905  -3.71245  -3.97001  -0.7432
O  3.93079  -4.25495  -4.47783  -0.4698
C  2.77918  -3.74996  -4.01112  1.1816
C  1.60242  -4.34687  -4.53917  -1.1305
C  0.38572  -3.93014  -4.11114  -1.1496
C  0.24240  -2.90410  -3.13516  -0.0394
C  -1.02138  -2.52859  -2.62267  0.5220
C  -2.27048  -3.18013  -3.16665  -2.1594
O  -1.18226  -1.67188  -1.70627  1.9497
C  1.43173  -2.26500  -2.64458  -0.2381
O  1.39900  -1.29697  -1.81713  0.3925
C  2.69075  -2.73386  -3.09564  -0.3444
H  5.94320  -4.25401  -4.45896  0.2567
H  5.20654  -3.85460  -2.88874  0.3051
H  5.22392  -2.64840  -4.20111  0.3096
H  1.70679  -5.12852  -5.27913  0.4497
H  -0.49869  -4.39830  -4.52122  0.4684
H  -2.37726  -2.95044  -4.22791  0.4726
H  -3.14298  -2.80995  -2.63281  0.0507
H  -2.22346  -4.26317  -3.05846  0.5703
H  3.55629  -2.23138  -2.68543  0.2857
C  -3.49065  -2.67400  2.09429  -1.4006
Sb  -1.49121  -2.42168  1.25922  0.3883
C  -0.52828  -3.52405  2.88338  -1.3520
C  -1.60473  -4.27379  0.15065  -1.4135
H  -3.58440  -3.63090  2.60902  0.4251
H  -4.21833  -2.64454  1.28202  0.4158
H  -3.71857  -1.85505  2.77868  0.2820
H  -1.28719  -4.02992  3.48487  0.4972
H  0.09171  -2.88222  3.50697  0.1137
H  0.10374  -4.27300  2.40956  0.4120
H  -1.77223  -5.09383  0.84703  0.6070
H  -0.66485  -4.42834  -0.38035  0.2873
H  -2.42282  -4.24217  -0.56848  0.3807
C  0.08664  3.04174  -5.26630  -0.6841
C  -0.47893  1.87941  -4.76360  -0.9112
C  -0.00495  1.31585  -3.58977  0.3315
C  1.03905  1.90823  -2.86316  -0.8784
C  1.60827  3.07720  -3.39555  0.2405
C  1.14020  3.62868  -4.57477  -0.7356
N  1.40408  1.40194  -1.61710  1.3562
C  2.74481  1.31733  -1.27224  0.0755
C  3.08450  1.17947  0.08677  -0.0441
C  4.40153  1.03448  0.48897  -0.7657
C  5.42765  1.00953  -0.44280  -0.6946
C  5.10680  1.12607  -1.79030  -0.8851
C  3.79683  1.27849  -2.20460  -0.2210
H  -0.27932  3.47565  -6.18730  0.4167
H  -1.28036  1.39174  -5.30703  0.4972
H  -0.43191  0.38186  -3.23548  0.4745
H  2.40944  3.55995  -2.85002  0.4863
H  1.60112  4.52952  -4.96114  0.4098
H  2.29228  1.22794  0.83010  0.3824
H  4.63983  0.95687  1.54449  0.3813
H  6.45737  0.89810  -0.13027  0.3987
H  5.89586  1.09104  -2.53217  0.4157
H  3.56860  1.34740  -3.25955  0.5277
C  -5.53822  0.96163  -2.17789  -0.7593
C  -4.56391  -0.19625  -2.23068  -0.5641
N  -3.36028  0.17064  -1.50913  0.8322
C  -2.82946  1.42260  -1.47811  -0.5693
N  -1.65052  1.59042  -0.91033  1.3495
C  -1.14851  2.96375  -0.74631  -0.7648
C  -2.24923  4.00687  -0.74964  -0.7331
C  -3.05917  3.78528  -2.00931  -0.7825
N  -3.60014  2.43504  -1.96302  0.3157
C  -4.82063  2.18451  -2.71658  -0.6102
H  -5.84010  1.14554  -1.14470  0.2941
H  -6.42685  0.74908  -2.77058  0.4055
H  -4.34629  -0.43854  -3.27854  0.3442
H  -4.98059  -1.08478  -1.75458  0.3510
H  -2.70889  -0.58103  -1.33964  -0.6152
H  -0.44936  3.20140  -1.54908  0.1695
H  -0.58365  3.00016  0.18892  -0.1104
H  -1.81677  5.00674  -0.72637  0.4550
H  -2.90511  3.89002  0.11833  0.2659
H  -2.43070  3.92597  -2.89624  0.2111
H  -3.89570  4.48130  -2.07348  0.5036
H  -4.59693  2.05435  -3.78245  0.2378
H  -5.45522  3.06582  -2.61891  0.3712
C  3.54170  -4.46198  3.34412  -1.1397
N  3.20416  -3.74673  2.12091  -0.2093
C  2.66359  -2.51677  2.01751  0.3329
S  1.68182  -2.19163  0.68114  -0.1646
N  2.93391  -1.57540  2.92278  0.4044
C  4.10732  -1.51641  3.77955  -1.2925
H  2.97940  -5.39477  3.38171  0.3415
H  3.27254  -3.87378  4.21708  0.3733
H  4.60532  -4.70100  3.38412  0.3505
H  2.99243  -4.31658  1.31782  0.3096
H  2.41116  -0.72396  2.79102  -0.1857
H  4.84451  -2.24708  3.45726  0.4477
H  3.85432  -1.69984  4.82540  0.3318
H  4.55800  -0.52795  3.70366  0.3393

---

- Which of these has the lowest energy relative to the best compared isomer or geometry (same formula, charge and spin)?
  C40H63N10O5SSbY

---

- Look up the total charge of the second one.
  +1